Entry 1:
C57H43F15GeN6O6P2PdS2Se4 | ωB97M-V/def2-TZVPD

Values from the calculation:
⟨S²⟩	6.0184
HOMO-LUMO gap (alpha / beta)	7.1 / 4.2	eV
2S+1	5
energy	-17765.31077	hartree
highest occupied orbital energy (alpha / beta)	-7.827 / -7.875	eV
total charge	0

XYZ file:
```
137
Properties=species:S:1:pos:R:3:forces:R:3
C 1.158 -4.228 0.894 0.2132 0.1905 -0.3926
O -0.136 -2.485 4.292 -0.0864 0.0548 0.0087
C -5.315 -4.302 -4.594 -0.0252 -0.0180 0.0341
C -4.130 0.875 -3.166 -0.0367 0.0025 -0.0522
H 4.214 4.587 -4.106 -0.1197 -0.1163 0.0553
C -2.299 2.307 1.066 0.3289 -0.0562 -0.3715
H -2.675 -3.241 1.397 0.0424 0.0117 0.0314
N 0.594 -1.586 4.664 -0.2791 -0.4293 0.0586
C 2.479 0.599 2.592 -0.1886 -0.2060 -0.1059
C -4.802 -3.429 -5.541 0.0443 0.0146 -0.0516
C -4.179 -3.177 -0.136 0.1815 0.0471 -0.2846
C -3.715 -3.043 1.168 -0.0605 0.0118 -0.0498
F -5.398 0.459 -3.091 0.1558 0.0308 -0.0372
N 2.115 -0.304 1.688 -0.0333 0.2450 -0.2732
C -2.136 1.246 -4.461 0.0297 -0.0114 0.2518
C -3.466 0.841 -4.387 0.0514 0.0243 0.2343
C 2.398 -4.683 2.891 0.0610 -0.0648 0.1502
H 5.572 4.817 6.844 0.0868 0.1333 0.0580
C 3.532 1.109 5.542 0.0784 0.8577 0.3684
C 0.318 -6.813 -3.803 0.0075 -0.0041 -0.0062
Pd 1.972 -0.002 -0.711 0.0688 -0.5476 0.2393
H 0.879 -2.040 1.844 -0.0607 0.0124 -0.0008
H 3.975 5.495 6.512 0.0237 0.1420 0.0407
H 3.704 0.299 6.243 0.0738 -0.0230 0.1535
C -2.973 1.244 3.137 0.0141 0.0440 -0.1435
H 3.323 2.484 3.104 0.0657 0.1349 0.0407
C -0.349 6.640 0.005 -0.0449 -0.0984 -0.0548
C 4.220 4.360 -3.029 -0.3965 -0.1793 -0.0816
C 1.334 -1.194 2.321 -0.3167 -0.1582 0.9721
C 1.236 -0.848 3.653 0.3420 0.0428 -1.4687
C -5.911 -2.401 1.869 -0.1221 -0.0082 -0.0312
H 5.385 3.391 4.798 0.0869 -0.1366 -0.0553
F -0.602 8.568 -1.344 0.0097 -0.1646 0.0561
O 0.830 -1.322 5.829 0.0822 0.1075 0.3977
C -6.372 -2.546 0.571 -0.1475 0.0434 0.1093
C -0.087 -5.520 -4.095 0.0277 0.0582 -0.0421
F -3.590 4.062 0.222 -0.4073 0.0204 0.1713
C -2.109 1.363 2.054 0.0190 0.1473 -0.0513
N -2.159 -1.155 -1.105 -0.1751 -0.0641 0.0531
H 6.123 4.355 -2.739 -0.0858 0.1638 0.1310
C -3.143 -2.682 -3.976 -0.0368 -0.0081 0.1522
C 0.008 -4.734 1.488 -0.0819 0.0712 -0.0869
N -0.059 -1.046 -0.668 0.8076 -0.0049 -0.0460
C 4.161 2.574 -1.326 0.3078 -0.0573 0.3933
H -7.410 -2.352 0.342 -0.0890 0.0237 -0.0139
H -0.914 -4.772 0.927 -0.1090 -0.0211 0.0045
Se 2.904 -2.488 -1.260 0.1972 0.2007 -0.1221
H -2.306 -2.044 -3.722 0.0358 0.0573 -0.0144
H 6.571 1.936 -2.185 0.0881 0.0534 -0.1480
F -4.125 1.365 -0.869 -0.2712 -0.1458 -0.2207
C 0.058 -5.203 2.787 0.0355 -0.0557 0.0469
C -1.290 6.481 -2.203 0.0276 -0.0628 0.1241
O 6.504 2.395 -3.035 0.4593 0.0212 0.2843
C -2.164 1.773 -2.091 0.2683 0.2524 0.1338
C -4.063 2.103 3.230 0.1423 0.0376 -0.2408
H 3.213 2.870 -0.868 0.1259 -0.0366 -0.0297
C -4.275 3.066 2.245 0.1155 -0.0297 -0.0497
F -5.319 3.894 2.325 0.0415 -0.0916 0.0634
C -0.739 7.251 -1.184 -0.0918 -0.3158 0.0063
O 5.368 4.877 -2.422 0.5524 0.1481 0.0454
P -2.950 -3.695 -1.366 -0.0562 -0.9253 0.2020
H 4.976 3.169 -0.902 -0.1070 -0.1634 -0.0451
C 3.301 1.783 2.280 0.0674 0.1254 -0.2100
H -5.116 -5.078 -2.604 0.0478 0.0011 -0.0229
C 5.241 2.127 -3.584 -0.6711 -0.1364 -0.0562
Ge -1.132 2.470 -0.541 -0.8666 0.4676 -0.0994
H -6.157 -4.935 -4.834 -0.0586 -0.0255 -0.0226
H 1.935 2.926 -2.875 0.0145 -0.1442 0.0288
N 1.973 0.308 3.809 0.0043 -0.3510 -0.0890
S 0.965 2.155 -0.219 0.3357 0.1096 -0.0165
H 1.291 -8.100 -2.395 0.0077 -0.1067 0.0275
H 0.139 -7.603 -4.514 -0.0340 -0.1091 -0.0988
N -1.163 -0.365 -0.817 -0.0046 0.3750 0.1705
S 3.820 2.677 6.468 0.1132 -0.4475 -0.5949
C -3.387 3.149 1.183 0.0871 -0.1232 0.2346
Se 4.484 0.698 -0.791 -0.2048 0.5522 0.1112
F -2.769 0.318 4.080 -0.0058 0.0826 -0.0647
C -3.471 1.340 -2.034 0.1423 0.0801 -0.1638
H 3.327 -4.664 3.439 0.1272 -0.0031 0.0677
H -6.592 -2.102 2.652 -0.0525 0.0484 0.0491
C 2.360 -4.216 1.592 0.0430 -0.0040 -0.2513
H 4.320 1.487 2.021 0.0670 -0.0080 0.1679
C 1.248 -5.165 3.494 0.0253 -0.0055 -0.0567
H 1.669 -6.290 -0.750 0.0182 -0.1208 0.0952
H -5.261 -3.369 -6.517 0.0070 -0.0094 -0.1111
H -4.213 -2.536 3.177 0.0114 0.0212 0.1259
C -4.741 -4.375 -3.339 0.0011 0.0043 0.0484
O 4.810 2.427 7.472 0.4702 -0.1720 0.0192
H -0.573 -5.306 -5.034 -0.0799 0.0387 -0.0791
F -0.167 4.667 1.298 0.0607 0.4664 0.0416
C 4.876 5.091 6.055 0.0224 0.0854 0.1791
H 3.251 -3.829 1.113 -0.0148 0.0291 0.0671
C 0.134 -4.505 -3.184 0.1495 0.0662 0.0345
F -1.472 1.194 -5.620 -0.0603 -0.0142 -0.0321
C 1.176 -6.088 -1.689 0.0196 0.1836 0.0683
H 5.274 2.485 -4.617 -0.0754 -0.0908 0.0572
H -0.835 -5.585 3.252 -0.1623 -0.0453 0.0585
C 0.744 -4.800 -1.971 0.2549 0.2211 0.1895
C -1.050 4.472 -0.856 0.0170 -0.2205 0.0070
H 3.756 4.074 4.517 -0.1338 -0.1020 -0.1092
F 0.169 7.377 0.993 -0.0334 -0.0442 -0.0715
Se 2.297 0.479 -3.235 -0.3642 0.1215 -0.1248
C -1.694 -2.416 -1.140 0.2981 -0.3026 -0.0423
H 5.329 5.851 5.423 -0.0129 -0.0141 -0.0580
F -4.096 0.411 -5.483 0.0772 0.1032 0.1356
O 2.539 3.176 6.881 -0.3782 0.1618 -0.0849
H 1.816 2.143 4.762 -0.0862 -0.1647 -0.0380
H 5.048 1.043 -3.601 0.0475 0.0205 -0.0912
F -0.233 2.085 -3.345 0.1452 0.1043 -0.4748
H 2.868 2.274 1.407 -0.0146 0.0893 0.1489
C 4.518 3.855 5.258 -0.3008 -0.4552 0.5165
F -1.046 0.548 1.966 -0.2034 -0.1158 0.3572
C -4.580 -2.649 2.168 0.0797 -0.0115 0.0567
H 1.428 0.741 5.763 0.1368 0.1995 -0.3041
H -0.162 -3.489 -3.411 -0.0666 0.0254 -0.0147
C -3.670 -3.541 -3.022 0.1642 0.1987 0.3260
C 2.737 2.389 -3.387 -0.0191 -0.0308 -0.2694
C -0.516 5.268 0.144 -0.1220 -0.1237 -0.1923
P 1.080 -3.490 -0.773 -0.6334 -0.5232 -0.1016
Se -2.378 -5.724 -1.050 -0.2162 0.3421 0.0537
H 1.280 -5.505 4.518 -0.0093 -0.0553 0.1216
H -5.866 -3.027 -1.457 -0.0333 0.0516 -0.0034
F -4.906 2.006 4.257 0.0982 -0.0006 -0.1045
H 2.694 2.605 -4.455 -0.0708 0.0292 -0.0189
C -1.430 5.110 -2.022 0.1002 0.0524 0.2557
C -0.319 -2.355 -0.854 -0.1676 -0.1596 -0.1803
C 4.087 2.825 -2.830 0.2463 -0.0556 -0.0569
H 3.370 4.872 -2.568 -0.0087 -0.0842 -0.0712
H 4.279 1.066 4.756 0.1416 -0.0304 -0.0785
F -1.967 4.392 -3.021 -0.0301 0.3781 -0.1649
C -5.509 -2.931 -0.442 0.1900 0.0114 -0.0074
C -3.704 -2.640 -5.240 0.0123 0.0046 -0.1477
C -1.520 1.696 -3.307 -0.4205 -0.2020 0.1168
C 2.112 1.117 5.000 -0.1722 0.5476 0.3670
H -3.283 -1.986 -5.988 -0.0158 0.0855 -0.0837
F -1.690 7.059 -3.339 0.0752 0.0070 0.0819
C 0.960 -7.095 -2.609 0.0064 -0.0813 -0.0236
```
Positions in Å, forces in eV/Å.


Entry 2:
C4H5IN3O2 | ωB97M-V/def2-TZVPD

Values from the calculation:
structure (SMILES)	Cc1[nH+]cc([N+](=O)[O-])n1I
energy relative to the best compared isomer or geometry (same formula, charge and spin)	78.9	kJ/mol
HOMO-LUMO gap	9.2	eV
2S+1	1
energy	-767.45181	hartree
highest occupied orbital energy	-13.910	eV
total charge	+1

XYZ file:
```
15
Properties=species:S:1:pos:R:3:forces:R:3
H -1.640 2.426 0.982 0.0915 -0.5888 0.0461
C -0.563 -1.549 0.035 -0.9718 -3.1232 0.5539
C 0.713 -1.229 -0.029 -0.5816 6.6791 -0.2730
H -1.636 2.251 -0.810 0.3946 -0.1800 1.1092
N -1.353 -0.436 0.057 -2.0697 -0.4020 0.4817
C -1.046 2.054 0.143 -2.0441 0.5282 -1.7737
O 2.012 -2.952 0.094 0.2801 -3.5569 0.6138
H -0.930 -2.593 0.196 0.1036 1.2620 -0.5033
H -2.407 -0.421 0.097 1.7709 -0.1821 0.0337
O 2.869 -1.071 -0.456 0.4796 -0.2013 -0.1839
C -0.619 0.657 0.090 2.5649 1.1289 -0.1673
N 1.960 -1.809 -0.139 0.9993 1.3445 -0.4425
N 0.702 0.364 -0.033 -3.7316 -5.1766 0.5203
H -0.183 2.658 0.024 0.5771 0.6858 0.1902
I 2.122 1.650 -0.252 2.1372 1.7823 -0.2052
```
Positions in Å, forces in eV/Å.


Entry 3:
C29H26FN5O8PTi | ωB97M-V/def2-TZVPD

Values from the calculation:
energy relative to the best compared isomer or geometry (same formula, charge and spin)	0.0	kJ/mol
HOMO-LUMO gap	7.9	eV
2S+1	1
energy	-3287.07550	hartree
highest occupied orbital energy	-11.897	eV
total charge	+1

XYZ file:
```
71
Properties=species:S:1:pos:R:3:forces:R:3
H -0.963 4.004 1.565 0.0313 0.0442 -0.1398
C -2.247 1.460 -1.656 0.1003 0.3754 0.1597
H -3.193 2.786 -3.047 -0.0067 -0.0375 -0.0055
H 3.691 3.378 -0.142 0.1045 0.0115 -0.0536
F 3.480 0.655 -4.967 -0.0180 0.0097 -0.0678
C -2.946 1.754 -2.827 -0.0390 -0.0261 -0.1520
H 2.582 -0.830 3.857 0.0267 -0.0186 0.0708
P -1.104 -0.389 0.176 0.0661 -0.2583 -0.3146
H -2.897 -3.595 3.538 0.0108 0.0104 -0.0290
H 0.439 -2.809 1.165 -0.2196 -0.0460 0.2482
C -1.808 1.999 3.262 0.6348 0.0123 -0.0552
C -4.715 -2.052 1.142 -0.0012 0.0276 -0.0089
C -4.431 -2.886 2.211 -0.0303 -0.0111 0.0107
C 1.834 2.435 0.104 -0.4498 0.1104 0.7038
C -1.931 0.133 -1.359 0.1323 -0.0713 -0.0100
C 1.902 -3.213 -0.311 -0.0132 0.0787 -0.0191
N -1.259 2.704 0.238 0.1935 0.6289 -0.2527
N -0.384 0.094 2.887 -0.1144 -0.1146 0.4706
H 2.523 3.733 -1.422 0.0158 -0.0410 -0.0182
O -0.629 2.534 2.767 -0.9538 0.3405 0.4018
O 4.634 -1.431 -3.548 0.1308 -0.1052 -0.0325
H 2.310 -4.047 0.246 -0.0276 0.0056 -0.0164
C 2.430 -2.871 -1.545 -0.0625 -0.0241 -0.0386
C 0.832 -2.496 0.215 -0.0286 0.0886 -0.1298
C -2.115 -2.257 2.069 -0.0379 -0.0681 -0.1415
H 0.431 -0.247 -2.285 0.0045 -0.0513 0.0198
H 2.802 0.636 1.725 -0.0124 -0.0357 0.0158
C 3.956 0.807 -0.864 0.1243 -0.0527 -0.2073
O 1.583 2.955 1.229 0.0128 -0.2268 -0.5219
H -1.687 0.264 4.537 0.0109 -0.0240 0.0365
O -2.792 2.641 3.423 -0.1009 0.1666 0.0816
H -5.732 -1.949 0.787 0.0143 0.0045 -0.0009
C 3.648 0.728 -3.653 0.1429 -0.2190 0.0667
H 3.252 -3.437 -1.965 0.0088 0.0297 -0.0270
C -1.668 0.500 3.471 0.4545 -0.0675 0.1060
H -3.260 -1.355 -4.109 0.0072 0.0166 0.0244
N 3.422 1.852 -1.576 0.2660 -0.0158 -0.3548
H -2.528 0.017 3.016 -0.0764 -0.0430 -0.0296
O 4.033 0.838 0.358 0.0183 -0.0713 -0.0774
H 4.802 -1.020 -1.105 -0.0170 0.0107 -0.0021
H -3.960 -0.677 -0.296 -0.0028 -0.0665 0.0533
C -2.985 -0.563 -3.426 0.0008 -0.0219 -0.0180
H 1.997 -1.459 2.314 0.0176 -0.0123 0.0161
C -3.701 -1.333 0.524 -0.0619 0.0206 -0.0505
O 1.155 1.420 -0.250 0.3620 0.1259 -0.2753
H 2.286 -1.537 -3.223 -0.2875 -0.2136 0.1317
C 0.828 -1.082 -1.722 0.0626 0.0331 -0.0373
H -1.142 -2.299 2.521 0.2404 -0.0900 -0.0495
H 2.263 1.338 3.098 0.0172 0.0482 -0.0206
C 1.863 -0.675 3.058 0.0989 0.2107 -0.1733
N 4.398 -0.246 -1.616 0.0976 0.1294 -0.0968
Ti 0.173 1.410 1.550 -0.2758 -0.2344 -0.0835
C -1.907 2.649 -0.859 0.0598 -0.4140 0.1620
C 4.270 -0.425 -3.002 0.3653 0.2839 0.1557
H -3.858 1.002 -4.613 0.0126 -0.0094 0.0256
O 0.135 -1.388 4.568 -0.0745 -0.0917 0.0354
H -5.223 -3.446 2.691 0.0162 0.0148 -0.0128
C 3.256 1.788 -2.956 -0.1353 0.2829 0.3742
C -3.128 -2.979 2.679 0.0174 0.0335 -0.0305
C 0.457 -0.722 3.612 -0.2600 0.2772 -0.0888
H -2.054 -1.898 -2.042 -0.0060 0.0340 0.0075
C -3.317 0.754 -3.709 0.0041 0.0118 -0.0035
C 1.887 -1.803 -2.250 -0.3529 -0.0982 0.0020
C 0.276 -1.423 -0.482 -0.1018 -0.0964 0.0899
C -2.378 -1.446 0.959 -0.0184 0.0588 0.0886
H -2.233 3.604 -1.258 -0.0954 0.0249 -0.0294
C -2.300 -0.864 -2.259 -0.0141 -0.0302 -0.0312
C 2.920 2.948 -0.777 0.1018 0.1760 -0.2411
O -1.089 4.051 0.595 -0.1050 -0.5080 0.2943
H 2.789 2.636 -3.436 0.0181 0.0333 0.0376
N 2.026 0.639 2.396 -0.0030 -0.2551 0.0581
```
Positions in Å, forces in eV/Å.


Entry 4:
C5H16N3 | ωB97M-V/def2-TZVPD

Values from the calculation:
energy relative to the best compared isomer or geometry (same formula, charge and spin)	135.5	kJ/mol
HOMO-LUMO gap	10.3	eV
2S+1	1
energy	-364.12373	hartree
highest occupied orbital energy	-13.155	eV
total charge	+1

XYZ file:
```
24
Properties=species:S:1:pos:R:3:forces:R:3
H -1.433 3.164 2.413 0.1328 0.2234 -0.0198
H -2.829 -0.007 1.319 0.0159 0.1287 0.0630
H 1.097 -2.828 -0.823 -0.0561 -0.1325 -0.0442
C -1.087 2.824 1.447 -0.0485 0.2000 0.3028
H 2.765 -1.150 -0.433 0.0326 0.1113 -0.0512
H -2.829 1.179 2.626 -0.0309 0.0149 0.0899
H 0.135 -1.734 -1.820 -0.1264 0.0160 -0.0837
H 3.032 -0.320 -2.870 -0.0295 -0.0224 -0.0631
N -0.959 1.042 -0.182 -0.1342 0.0236 0.1348
C 0.798 -1.793 -0.964 -0.0343 0.0947 0.0123
N 0.055 -1.330 0.245 0.0891 -0.0720 0.2110
H -0.294 1.657 -0.641 -0.0359 0.0822 0.0180
H -0.674 -1.998 0.489 -0.0897 0.0659 -0.0675
N 2.484 -1.117 -2.572 0.1606 0.1095 0.2550
H -0.514 3.495 0.824 0.0322 0.0571 -0.0089
C -2.193 0.640 1.934 -0.0428 -0.0476 -0.3600
H -0.419 -0.224 0.075 0.2532 -0.4353 -0.1321
C 2.017 -0.919 -1.205 0.1107 -0.1915 0.0186
H -1.531 -0.003 2.511 0.0722 -0.1055 0.1024
H 3.104 -1.917 -2.624 -0.0632 -0.0527 -0.0710
H -1.752 0.936 -0.812 -0.0096 -0.0214 0.0137
H 1.740 0.125 -1.071 -0.0282 0.1510 -0.0683
H 0.688 -1.323 1.044 0.0066 0.1121 0.0248
C -1.402 1.600 1.091 -0.1765 -0.3094 -0.2766
```
Positions in Å, forces in eV/Å.


Entry 5:
C4H5N3O | ωB97M-V/def2-TZVPD

Values from the calculation:
structure (SMILES)	Cn1ccnnc1=O
energy relative to the best compared isomer or geometry (same formula, charge and spin)	417.4	kJ/mol
HOMO-LUMO gap	8.8	eV
2S+1	1
energy	-394.80859	hartree
highest occupied orbital energy	-9.490	eV
total charge	0

XYZ file:
```
13
Properties=species:S:1:pos:R:3:forces:R:3
H -2.049 -0.220 -0.787 0.1357 2.3338 2.0340
N -0.297 0.017 0.082 2.5155 0.2158 -1.2057
H -1.768 1.664 -0.466 1.2202 -2.4329 1.4940
H 2.968 0.841 0.152 -1.5950 -0.6092 0.1047
N 2.090 -1.098 0.092 0.2167 0.7661 -0.5571
C -1.579 0.580 0.020 -5.0720 -1.1713 -2.2040
C 1.964 0.323 0.146 2.9375 -2.3268 -0.6075
H 0.489 1.992 -0.116 0.8858 -2.4491 0.0087
C 0.769 0.849 -0.053 -2.2360 2.5158 1.0237
H -2.213 0.393 0.989 1.3609 0.5873 -1.8072
N 1.155 -1.947 -0.147 -1.2264 1.4538 0.7307
O -1.347 -1.959 0.153 5.3951 0.2010 -1.5990
C -0.182 -1.435 -0.065 -4.5380 0.9157 2.5848
```
Positions in Å, forces in eV/Å.